[1]
{"formula": "C7H8ClIOSi", "method": "ωB97M-V with the def2-TZVPD basis set", "symbols": ["C", "C", "C", "C", "C", "C", "C", "O", "Si", "Cl", "I", "H", "H", "H", "H", "H", "H", "H", "H"], "positions_angstrom": [[-2.7490, 1.3502, -1.3199], [-1.4574, 1.3276, -1.8465], [-2.8712, 0.7788, -0.0406], [-0.3664, 0.7947, -1.1792], [-1.8022, 0.0742, 0.5761], [-0.4885, 0.1143, 0.0413], [2.7140, -1.8261, 1.7366], [0.5324, -0.3994, 0.7039], [2.2910, -0.7201, 0.3582], [2.5748, -1.3575, -1.5821], [3.1404, 1.5571, 0.8501], [-3.6368, 1.7047, -1.9584], [-1.2404, 1.7100, -2.8725], [-3.8447, 0.7828, 0.5010], [0.5884, 0.9238, -1.6475], [-2.0050, -0.4258, 1.5670], [2.7946, -1.3354, 2.7188], [2.1405, -2.8040, 1.9335], [3.6856, -2.2500, 1.4601]], "forces_ev_per_a": [[-0.4, -0.2, -0.3], [-0.1, 0.4, -1.3], [-0.2, -0.9, 0.3], [-0.1, -0.2, 0.3], [-0.3, 0.5, 0.8], [-2.0, 1.2, -1.1], [0.2, -2.5, 0.7], [3.3, -1.6, 0.1], [-3.9, 1.8, 0.7], [0.0, 0.2, 0.8], [0.1, -0.7, -0.4], [1.5, -0.4, 1.4], [-0.4, -0.1, 1.0], [0.8, -0.1, -0.6], [0.5, -0.2, -0.1], [0.4, 0.6, -1.2], [0.0, 0.1, -0.6], [0.2, 1.7, -0.7], [0.4, 0.3, 0.3]], "lumo_energy_ha": 0.00565, "e_tot_ev": -37940.0580, "e_above_lowest_ev": 0.6722}

=====

[2]
{"formula": "C26H18ClCoF3NO4P", "method": "ωB97M-V with the def2-TZVPD basis set", "symbols": ["Co", "O", "C", "O", "C", "C", "C", "C", "C", "N", "C", "O", "O", "H", "H", "H", "H", "Cl", "C", "C", "C", "C", "C", "C", "P", "C", "C", "C", "C", "C", "C", "C", "C", "C", "C", "C", "C", "H", "H", "H", "H", "H", "H", "H", "H", "H", "H", "H", "H", "H", "H", "F", "C", "F", "F"], "positions_angstrom": [[0.1098, -0.0085, 0.0482], [1.2711, 1.1820, 4.0244], [0.7584, 0.8278, 2.8488], [1.3715, 0.1617, 2.0494], [-0.6236, 1.3167, 2.6056], [-1.3803, 2.0687, 3.4825], [-2.6433, 2.4732, 3.0580], [-3.0864, 2.1284, 1.7939], [-2.2508, 1.3784, 0.9749], [-1.0663, 0.9829, 1.4037], [-2.6107, 0.9488, -0.4727], [-3.7581, 1.1504, -0.8221], [-1.6440, 0.4271, -1.1005], [2.1838, 0.8564, 4.0587], [-0.9956, 2.3362, 4.4555], [-3.2691, 3.0648, 3.7131], [-4.0537, 2.4259, 1.4143], [1.4729, -1.1910, -1.7098], [1.4370, -2.8879, -1.2658], [2.3365, -3.7246, -1.9047], [2.3401, -5.0713, -1.5795], [1.4559, -5.5631, -0.6291], [0.5624, -4.7071, -0.0074], [0.5320, -3.3480, -0.3190], [-0.6498, -2.1890, 0.4543], [-2.2026, -2.4679, -0.4374], [-3.3732, -1.9400, 0.1120], [-4.5018, -1.7893, -0.6637], [-4.5010, -2.2445, -1.9705], [-3.3589, -2.8208, -2.5080], [-2.2017, -2.9208, -1.7498], [-0.8894, -2.9155, 2.1067], [0.0595, -2.6410, 3.0909], [-0.0532, -3.2027, 4.3536], [-1.1193, -4.0413, 4.6479], [-2.0637, -4.3254, 3.6726], [-1.9491, -3.7698, 2.4060], [3.0211, -3.3225, -2.6380], [3.0409, -5.7347, -2.0686], [1.4628, -6.6135, -0.3713], [-0.1252, -5.0935, 0.7347], [-3.3751, -1.5724, 1.1327], [-5.4009, -1.3816, -0.2246], [-5.3819, -2.1216, -2.5863], [-3.3620, -3.1739, -3.5310], [-1.3008, -3.3260, -2.1929], [0.9008, -2.0011, 2.8573], [0.6917, -2.9855, 5.1082], [-1.2109, -4.4760, 5.6346], [-2.8929, -4.9844, 3.8952], [-2.6878, -3.9995, 1.6493], [2.3176, 1.5421, -0.3812], [0.9457, 1.6430, -0.5056], [0.7387, 1.9822, -1.8016], [0.6273, 2.7667, 0.2193]], "forces_ev_per_a": [[-0.3, 0.2, -0.2], [0.0, 0.1, 0.2], [0.0, 0.1, 0.2], [0.2, -0.2, -0.3], [0.0, 0.1, 0.2], [0.0, 0.0, 0.0], [0.0, 0.0, 0.0], [0.0, 0.0, 0.1], [-0.1, -0.2, -0.4], [0.3, -0.3, -0.4], [0.7, 0.1, 0.5], [-0.6, 0.2, -0.2], [0.2, -0.2, 0.0], [0.0, 0.0, 0.0], [0.0, 0.0, 0.0], [0.0, 0.0, 0.0], [0.0, 0.0, 0.0], [-0.2, 0.1, 0.3], [0.0, 0.1, -0.1], [0.0, 0.0, 0.0], [0.0, 0.0, 0.0], [0.0, 0.0, 0.0], [0.0, 0.0, 0.0], [0.0, 0.0, 0.0], [-0.1, 0.0, 0.0], [0.0, 0.1, 0.1], [0.3, 0.2, 0.0], [-0.3, -0.5, 0.2], [0.1, 0.0, -0.3], [-0.1, 0.0, 0.0], [-0.1, 0.0, 0.0], [0.0, -0.1, 0.0], [0.0, 0.0, 0.0], [0.0, 0.0, 0.0], [0.0, 0.0, 0.0], [0.0, 0.0, 0.0], [0.0, 0.0, 0.0], [0.0, 0.0, 0.0], [0.0, 0.0, 0.0], [0.0, 0.0, 0.0], [0.0, 0.0, 0.0], [0.0, 0.0, 0.0], [0.0, 0.2, -0.1], [0.0, 0.0, 0.0], [0.0, 0.0, 0.0], [0.0, 0.0, 0.0], [0.0, 0.0, 0.0], [0.0, 0.0, 0.0], [0.0, 0.0, 0.0], [0.0, 0.0, 0.0], [0.0, 0.0, 0.0], [-0.1, 0.0, 0.0], [0.0, 0.0, 0.1], [0.0, 0.0, 0.1], [0.1, -0.1, -0.1]], "lumo_energy_ha": [-0.01248, -0.01182], "e_tot_ev": -104526.7914, "s_squared": 0.7687, "multiplicity": 2}

=====

[3]
{"formula": "C14H46O9", "method": "ωB97M-V with the def2-TZVPD basis set", "symbols": ["O", "H", "H", "O", "H", "H", "C", "C", "O", "H", "H", "H", "H", "H", "H", "C", "C", "O", "H", "H", "H", "H", "H", "H", "C", "C", "O", "H", "H", "H", "H", "H", "H", "C", "C", "O", "H", "H", "H", "H", "H", "H", "C", "C", "O", "H", "H", "H", "H", "H", "H", "C", "C", "O", "H", "H", "H", "H", "H", "H", "C", "C", "O", "H", "H", "H", "H", "H", "H"], "positions_angstrom": [[2.6659, -0.1249, 2.5874], [2.0721, -0.8129, 2.8769], [3.5001, -0.2087, 3.0642], [-0.3114, -0.6820, 0.3427], [-1.0720, -0.1358, 0.1120], [-0.1405, -1.1020, -0.5370], [-2.2786, -5.2535, -0.6544], [-1.9666, -4.9064, 0.7681], [-0.8762, -4.0150, 0.7928], [-2.1107, -4.3442, -1.2546], [-3.2826, -5.5641, -0.7612], [-1.6464, -6.0944, -1.0904], [-1.8759, -5.8041, 1.4457], [-2.7828, -4.3351, 1.1372], [-0.5896, -3.7337, 1.6837], [-2.3248, 1.5220, -4.0443], [-1.1443, 2.5109, -3.7840], [-0.3973, 1.8749, -2.7609], [-2.0332, 0.5136, -4.3551], [-3.0295, 1.8092, -4.8669], [-2.9146, 1.4630, -3.1379], [-1.4477, 3.5269, -3.4970], [-0.4947, 2.5720, -4.6322], [-0.7508, 2.0457, -1.8465], [3.1037, 1.9948, -2.2046], [3.9845, 1.6328, -1.0420], [3.2205, 1.5897, 0.1479], [2.5426, 2.9288, -2.0149], [2.4152, 1.1955, -2.4229], [3.6881, 2.1104, -3.1596], [4.7181, 2.3910, -0.8312], [4.4277, 0.6295, -1.2286], [2.8654, 0.7044, 0.4197], [-0.6013, -3.1332, 4.6649], [-0.8170, -2.0481, 3.5852], [0.2785, -1.9175, 2.7363], [-0.4982, -4.1155, 4.1683], [-1.5187, -3.2649, 5.3003], [0.1773, -2.9506, 5.3608], [-0.9840, -1.1234, 4.1904], [-1.7706, -2.2746, 3.0799], [-0.0691, -1.6100, 1.8927], [2.1795, 3.3299, 3.1495], [0.9123, 3.2725, 2.1443], [0.3673, 1.9595, 1.8663], [2.1611, 2.7018, 4.0814], [2.4032, 4.3869, 3.3017], [2.9761, 2.8311, 2.5509], [1.1889, 3.8408, 1.2942], [0.0813, 3.8190, 2.6352], [1.0757, 1.3196, 1.7491], [1.5394, -2.4757, -2.0991], [0.8080, -1.5192, -2.9847], [-0.1737, -0.7938, -2.2818], [2.0932, -3.2750, -2.5761], [0.7573, -2.9067, -1.4494], [2.3346, -2.0296, -1.4964], [0.3511, -2.0286, -3.8845], [1.4858, -0.8219, -3.4888], [-0.1855, 0.0865, -2.6769], [-3.3842, 2.5232, -0.0476], [-2.1218, 3.2370, -0.0811], [-1.0299, 2.3556, -0.2880], [-4.2274, 3.0357, 0.3975], [-3.2514, 1.6156, 0.5185], [-3.6187, 2.1966, -1.0672], [-1.9545, 3.7542, 0.8673], [-2.1132, 3.9307, -0.9133], [-0.5857, 2.1939, 0.5485]], "forces_ev_per_a": [[0.5, 0.7, -0.4], [-0.5, -0.7, 0.3], [-0.3, -0.1, -0.1], [-0.1, -0.5, -0.3], [0.0, 0.2, 0.2], [0.0, 0.5, 0.6], [2.0, -0.6, -1.1], [0.1, -0.4, 1.0], [1.3, 0.0, 0.1], [-0.1, -0.4, 0.1], [-1.2, -0.3, -0.1], [-0.5, 1.1, 0.6], [0.3, 0.7, -0.7], [-1.3, 0.3, 0.5], [-0.4, -0.4, -0.5], [-0.8, 1.1, -1.3], [-1.0, -1.8, 0.5], [0.6, 0.3, 0.4], [0.5, 0.2, 0.4], [0.5, 0.3, 0.6], [-0.1, -0.2, 0.2], [-0.2, -0.3, -0.1], [0.3, 0.2, -0.6], [0.4, 0.0, -0.5], [0.5, 0.7, -1.3], [-0.6, -1.2, 0.1], [-0.9, -0.8, 1.3], [0.2, -0.5, -0.1], [-0.5, -0.2, 0.2], [-0.3, 0.1, 0.9], [0.6, 0.1, -0.3], [0.2, 0.7, 0.1], [0.7, 1.0, -0.7], [-1.9, -1.0, -0.9], [-0.8, 0.2, 2.7], [0.3, -0.6, 0.1], [0.4, 0.3, 0.3], [0.6, 0.4, -0.7], [1.1, 0.3, 0.3], [0.0, -0.2, -0.7], [0.4, 0.1, -0.2], [0.1, 0.6, -0.9], [-0.5, -1.8, -1.7], [0.0, -0.4, 3.4], [0.4, 1.1, 0.4], [-0.7, 0.9, -0.7], [0.1, -0.2, 0.2], [-0.1, 0.7, 0.4], [0.3, 0.1, -1.3], [0.3, -0.3, -0.3], [0.3, -0.1, 0.0], [-0.1, -0.4, 1.0], [0.2, -0.1, -2.4], [0.2, -0.7, -0.2], [-0.4, -0.3, -0.6], [0.6, -0.2, 0.0], [-0.4, 0.5, 0.3], [0.1, 0.0, 1.0], [0.2, 0.2, 0.3], [-0.4, 0.8, 0.2], [-1.5, -1.6, -0.6], [1.5, 1.0, 0.5], [-0.8, 0.1, -0.9], [-0.1, 0.4, -0.1], [0.0, -0.4, 0.4], [-0.4, 0.0, 0.2], [0.0, 0.3, -0.1], [0.1, 0.5, 0.0], [0.8, -0.5, 0.7]], "lumo_energy_ha": 0.02808, "e_tot_ev": -33689.7980, "e_above_lowest_ev": 0.9818}